[1]
Density functional theory data (ωB97M-V/def2-TZVPD) for C22H19B3F9HgNO28PS as an isolated structure.

```
85
Properties=species:S:1:pos:R:3:forces:R:3:mulliken_charge:R:1
Hg 1.28528 -0.25949 1.34938 0.4 -0.2 -0.3 0.816
O -3.54385 -7.19796 -5.57155 2.8 3.7 2.8 -0.663
C -2.91420 -6.29229 -4.92606 -3.0 -3.4 -1.2 0.554
O -2.40738 -6.41179 -3.69594 0.2 -0.5 -0.8 -0.470
B -1.58772 -5.22676 -3.35811 -0.6 -0.5 -0.9 0.783
O -1.90772 -4.26454 -4.42251 -1.0 -0.2 -1.0 -0.203
C -2.70405 -4.84310 -5.36476 1.0 1.4 -4.2 0.594
O -2.97908 -4.41657 -6.51908 0.8 -1.2 5.0 -0.596
O -0.13125 -5.51010 -3.29017 1.4 0.0 0.3 -0.482
C 0.43544 -5.01064 -2.18965 2.7 -0.5 -0.2 0.719
O 1.62816 -4.99909 -1.82357 -4.2 -0.2 -1.5 -0.573
C -0.76604 -4.40315 -1.42812 -0.3 2.0 1.9 0.598
O -1.90734 -4.76779 -2.02617 1.1 1.0 1.5 -0.432
O -0.60383 -3.63861 -0.48626 -0.9 -1.6 -1.5 -0.550
O -1.38421 -1.32868 -9.65457 3.6 0.5 1.9 -0.616
C -0.39196 -1.04707 -8.95149 -3.9 -0.4 -1.3 0.596
O -0.11325 -1.57213 -7.76048 -0.2 0.3 -0.5 -0.405
B 0.91185 -0.77982 -7.10365 0.4 -0.2 -1.7 1.134
O 1.26055 0.32060 -8.05774 -0.5 -0.3 -0.6 -0.473
C 0.49968 0.19537 -9.14303 -0.7 3.2 -2.4 0.553
O 0.35943 1.04354 -10.07147 1.0 -3.2 3.3 -0.652
O 0.55405 -0.19696 -5.80274 0.8 -1.2 0.2 -0.403
C 1.39559 -0.70695 -4.92988 0.2 2.2 4.7 0.690
O 1.45053 -0.40867 -3.70562 -0.3 -1.3 -4.2 -0.620
C 2.42609 -1.61164 -5.64832 3.0 -4.2 0.7 0.612
O 2.08933 -1.69653 -6.91500 -0.5 1.4 1.0 -0.534
O 3.33305 -2.32449 -5.15007 -2.9 3.0 -1.0 -0.604
O -6.97460 -1.11191 -4.54777 -0.1 0.1 -0.5 -0.652
C -6.11045 -0.31081 -4.30557 -1.2 -1.8 -2.4 0.652
O -5.90756 0.18228 -3.16318 1.0 2.2 3.8 -0.538
B -4.69014 1.01407 -3.15461 0.7 -1.0 -1.4 1.000
O -4.22134 0.92625 -4.59903 1.3 2.4 2.5 -0.488
C -5.03349 0.21909 -5.24770 -0.9 -2.7 -3.4 0.616
O -4.91200 -0.13520 -6.40367 -0.4 0.6 0.7 -0.658
O -3.61221 0.45320 -2.33722 0.9 1.9 1.4 -0.319
C -3.06477 1.49871 -1.66096 3.7 -1.6 1.9 0.625
O -1.96030 1.49596 -1.03226 -4.4 -0.1 -2.4 -0.646
C -4.03830 2.69504 -1.74504 1.1 0.4 1.7 0.536
O -4.85173 2.39502 -2.73486 -1.0 1.2 0.5 -0.484
O -3.99389 3.62847 -0.94931 -0.7 -1.4 -2.2 -0.626
P 4.77993 -4.07705 3.53285 0.1 4.3 -0.5 1.175
F 5.57016 -3.69499 2.17574 0.6 0.8 0.1 -0.356
F 6.17782 -4.61352 4.16677 -0.4 0.2 0.1 -0.371
F 4.90070 -2.54108 4.12128 2.5 0.4 0.4 -0.389
F 4.03372 -4.34239 4.90839 -0.7 -1.8 0.6 -0.353
F 3.42361 -3.37673 2.91507 -1.2 -1.2 -0.9 -0.387
F 4.45025 -5.40946 2.84090 -0.9 -2.6 0.3 -0.328
C 5.82021 2.38396 -1.81812 -0.5 -0.8 -0.3 0.630
F 6.99479 2.89776 -2.13039 0.7 -0.3 0.2 -0.208
F 5.08347 3.42117 -1.38106 -0.1 -1.0 -0.1 -0.213
F 5.29598 1.84094 -2.93384 0.0 0.7 0.7 -0.208
S 5.90373 0.92083 -0.54221 -0.2 -3.9 -0.1 1.134
O 4.60545 0.93484 0.14496 0.2 0.6 -0.6 -0.477
O 6.07907 -0.42890 -1.24242 -0.5 3.8 0.8 -0.477
O 7.00082 1.15376 0.35967 0.2 0.9 -0.4 -0.552
C -0.94859 1.26457 7.03451 0.1 -0.2 -0.9 -1.607
C -1.16443 1.53221 5.48618 -1.9 -1.7 1.8 1.577
C -2.30210 2.53935 5.39202 0.5 -0.4 -2.0 -1.484
C -2.01348 3.90960 5.86610 0.4 0.6 0.2 -0.685
C -0.78382 4.38405 5.06702 -0.3 0.1 -0.4 -1.321
C 0.48928 3.43666 5.02151 -1.0 1.4 -0.1 1.548
N 0.04102 1.99933 4.84563 0.3 1.1 -1.1 0.168
O 1.07646 1.02696 4.96520 -0.4 1.0 -0.2 -0.318
C 1.37673 3.94625 3.78675 -0.8 -0.8 1.6 -1.716
C 1.16345 3.81450 6.36703 0.5 -1.1 0.7 -1.652
C -1.77866 0.21140 4.78258 2.2 -0.6 0.5 -1.862
H -0.10063 0.60711 7.22643 -0.1 -0.2 0.0 0.403
H -1.83759 0.80193 7.46320 0.0 0.0 0.0 0.386
H -0.74741 2.20054 7.55565 -0.1 0.0 0.0 0.327
H -2.31248 2.66713 4.30958 -0.7 0.0 -0.4 0.450
H -3.28019 2.12644 5.63894 0.3 -0.1 0.5 0.490
H -1.92441 4.00300 6.94843 0.2 0.0 0.1 0.346
H -2.88172 4.49667 5.56672 0.1 0.4 0.1 0.376
H -0.44649 5.36181 5.41095 0.2 0.0 0.2 0.411
H -1.19495 4.62024 4.08554 0.3 -0.4 -0.4 0.460
H 2.41738 3.64135 3.89721 -0.1 -0.3 -0.2 0.368
H 0.93021 3.57471 2.86443 0.2 0.1 0.0 0.419
H 1.37611 5.03610 3.80466 -0.1 0.0 -0.1 0.334
H 1.65934 4.78313 6.42994 0.3 0.0 -0.9 0.417
H 0.50785 3.90500 7.23311 -0.7 -0.3 -0.3 0.352
H 1.87255 3.04389 6.66945 0.4 0.1 0.0 0.352
H -1.09318 -0.61270 4.98022 0.2 -0.2 0.7 0.445
H -1.73721 0.08965 3.70020 -0.3 1.3 -0.3 0.374
H -2.73973 -0.17156 5.12579 -0.1 0.7 0.3 0.351
H 1.34029 1.09631 5.88563 0.4 -0.3 0.4 0.282
```
Positions in Å, forces in eV/Å.

Its net charge is -3. For the energy relative to the best compared isomer or geometry (same formula, charge and spin), the calculation gives 197.8 kcal per mole. As for the frontier orbital gap: 1.7 eV. The HOMO energy is -3.93 eV. For the total energy, the calculation gives -4878.130379 hartree. The largest force on an atom comes out at 0.1055 Eh/bohr.

***

[2]
Density functional theory data (ωB97M-V/def2-TZVPD) for a 2-piece molecular cluster, C3H7BO4 overall.

```
15
Properties=species:S:1:pos:R:3:forces:R:3:mulliken_charge:R:1
B 0.55235 -1.67189 0.19726 -1.8 -1.2 1.9 0.697
C 0.18846 1.03377 -0.90806 -0.3 -2.0 0.6 0.378
C -1.06602 2.50091 0.42139 3.7 1.1 -1.8 -0.660
C 0.79378 -1.67011 -1.26905 0.3 0.7 0.0 -0.675
O 0.51214 1.77917 -1.74639 0.1 0.9 -0.4 -0.365
O -0.78894 -1.78770 0.56912 0.0 0.1 -0.1 -0.568
O 1.57751 -1.84911 1.12917 -0.1 0.3 -0.7 -0.509
O -0.58508 1.12573 0.16414 0.6 1.1 -0.4 -0.232
H -1.33609 2.54135 1.40467 -0.8 -0.2 2.6 0.251
H -1.89633 2.65509 -0.21126 -0.7 0.6 -0.8 0.302
H -0.17009 3.31922 0.30665 -2.3 -2.1 -0.2 0.269
H 1.81750 -1.79809 -1.42079 1.8 0.3 -0.9 0.269
H 0.20215 -2.04787 -2.07341 -0.7 0.3 -0.1 0.314
H -1.06075 -1.92711 1.47660 0.3 0.1 0.2 0.254
H 1.25942 -2.20335 1.95995 0.0 0.1 0.2 0.277
```
Positions in Å, forces in eV/Å.

Its net charge is 0. For the energy relative to the best compared isomer or geometry (same formula, charge and spin), the calculation gives 92.4 kcal per mole. As for the frontier orbital gap (spin up / spin down): 8.7 / 8.4 eV. The HOMO energy (spin up / spin down) is -8.78 / -8.52 eV. For the total energy, the calculation gives -444.278450 hartree. The largest force on an atom comes out at 0.0825 Eh/bohr.

***

[3]
Density functional theory data (ωB97M-V/def2-TZVPD) for a 5-piece molecular cluster, C3H16NO4 overall.

```
24
Properties=species:S:1:pos:R:3:forces:R:3:mulliken_charge:R:1
C 0.55523 -2.05126 -1.64152 0.4 0.6 0.2 -1.192
C -0.59135 -1.09396 -1.61312 0.2 -0.1 0.1 0.627
C -1.77117 -1.25979 -2.16855 -0.4 0.1 0.0 -0.902
N -0.34282 0.03390 -0.68540 0.0 -1.0 -0.3 -0.200
H 1.51236 -1.57434 -1.87288 -0.2 0.1 -0.4 0.316
H 0.74864 -2.41078 -0.62833 -0.3 -0.4 0.0 0.285
H 0.35099 -2.84324 -2.34920 0.1 -0.2 0.1 0.386
H -2.61252 -0.62187 -1.93648 0.1 0.3 -0.2 0.274
H -1.97565 -2.08185 -2.83875 0.1 -0.1 0.1 0.284
H -0.59784 -0.25748 0.25951 0.2 0.2 0.1 0.446
H -0.84940 0.90564 -0.83071 0.0 0.0 -0.2 0.376
H 0.66454 0.21627 -0.66135 -0.2 0.5 0.1 0.295
H 1.51754 0.64936 1.60915 -0.2 0.5 -0.2 0.313
H 1.71723 -0.69761 2.16472 0.0 -0.4 -0.2 0.293
O 1.31879 -0.26611 1.39943 0.8 -0.4 0.1 -0.625
H 2.80324 1.57587 -0.67230 0.2 -0.4 0.1 0.312
H 2.05930 2.82515 -0.94801 -0.5 0.0 0.0 0.272
O 1.90444 1.91254 -0.66622 0.3 0.3 -0.1 -0.604
H -0.45261 -0.23229 3.43216 0.2 -0.1 -0.3 0.323
H -0.91902 1.15960 3.66028 0.2 0.2 0.4 0.315
O -0.27735 0.66929 3.12870 -0.8 0.2 1.0 -0.632
H -1.06678 1.58094 1.82735 0.3 -0.3 -0.3 0.352
H -2.26697 2.15657 1.09486 0.0 0.1 -0.2 0.288
O -1.42881 1.70546 0.93664 -0.7 0.6 0.2 -0.602
```
Positions in Å, forces in eV/Å.

Its net charge is +1. For the energy relative to the best compared isomer or geometry (same formula, charge and spin), the calculation gives 16.9 kcal per mole. As for the frontier orbital gap: 10.9 eV. The HOMO energy is -13.77 eV. For the total energy, the calculation gives -479.372990 hartree. The largest force on an atom comes out at 0.0243 Eh/bohr.